1.
Molecular formula: C24H17N3O2S
Method: DFT, the ωB97M-V functional and the def2-TZVPD basis

Properties
Charge: 0
SMILES string: N#C/C(=C\c1cn(-c2ccccc2)nc1-c1ccccc1)S(=O)(=O)c1ccccc1
Relative energy (zero: lowest compared OMol25 entry of this formula, charge and spin) (kJ/mol): 130.2
Largest force on an atom (eV Å⁻¹): 1.85
HOMO (eV): -8.59

CARTESIAN COORDINATES (ANGSTROEM)
N  -1.688  -3.043  0.656
C  -1.711  -1.908  0.846
C  -1.799  -0.539  1.060
C  -0.840  0.394  0.926
C  0.525  0.167  0.581
C  1.224  -1.034  0.565
N  2.504  -0.750  0.264
N  2.684  0.564  0.076
C  1.516  1.148  0.252
C  1.350  2.585  0.096
C  0.191  3.122  -0.462
C  0.053  4.492  -0.591
C  1.067  5.338  -0.173
C  2.230  4.809  0.363
C  2.374  3.442  0.495
H  3.274  3.018  0.914
H  3.027  5.467  0.679
H  0.954  6.407  -0.273
H  -0.848  4.900  -1.022
H  -0.589  2.468  -0.822
C  3.586  -1.630  0.138
C  3.407  -3.009  0.169
C  4.505  -3.841  0.047
C  5.776  -3.312  -0.108
C  5.949  -1.938  -0.146
C  4.862  -1.095  -0.023
H  4.973  -0.024  -0.052
H  6.937  -1.520  -0.271
H  6.627  -3.969  -0.203
H  4.364  -4.911  0.072
H  2.424  -3.438  0.278
H  0.874  -2.022  0.778
H  -1.144  1.415  1.118
S  -3.462  0.011  1.522
O  -3.852  -0.664  2.729
O  -3.448  1.449  1.513
C  -4.451  -0.589  0.153
C  -5.002  -1.853  0.220
C  -5.711  -2.333  -0.869
C  -5.852  -1.547  -2.002
C  -5.294  -0.279  -2.055
C  -4.583  0.205  -0.969
H  -4.143  1.190  -0.968
H  -5.412  0.330  -2.938
H  -6.404  -1.923  -2.850
H  -6.150  -3.318  -0.834
H  -4.877  -2.433  1.121

***

2.
Molecular formula: S3
Method: DFT, the ωB97M-V functional and the def2-TZVPD basis

Properties
Charge: 0
Relative energy (zero: lowest compared OMol25 entry of this formula, charge and spin) (kJ/mol): 152.9
Largest force on an atom (eV Å⁻¹): 3.89
HOMO (alpha / beta) (eV): -9.21 / -9.21

CARTESIAN COORDINATES (ANGSTROEM)
S  -1.238  0.092  -1.532
S  1.546  -0.038  1.362
S  -0.309  -0.053  0.170

***

Number 2 is which compound?
S3